No. 1
Computed, not measured: 2 unconnected molecules or ions with the total composition C4H11NO3 in a non-equilibrium geometry, with wB97M-V/def2-TZVPD.

Element x y z (Å)
C1 0.34652 0.76356 -0.27224
N1 0.46655 -0.63766 -0.70155
C2 -0.60184 -1.57000 -0.27291
C3 -1.01822 -1.51982 1.17406
O1 -1.08431 -2.48910 1.88694
C4 -1.81084 -1.32100 -1.18409
O2 -2.75179 -2.42107 -1.02538
H1 -0.21890 1.28468 -1.05838
H2 -0.33343 0.93548 0.56324
H3 1.27829 1.30581 -0.16074
H4 1.35165 -0.98059 -0.47502
H5 -0.20200 -2.55952 -0.48882
H6 -1.31277 -0.54601 1.59724
H7 -1.47453 -1.43997 -2.19669
H8 -2.33809 -0.42131 -0.93175
H9 -3.40210 -2.19129 -0.35945
O3 4.27505 4.86019 0.99703
H10 4.24174 3.89608 1.02389
H11 4.58903 5.05156 1.88461

As for the energy relative to the best compared isomer or geometry (same formula, charge and spin): 264.1 kJ/mol. As for the spin multiplicity: 1. The LUMO energy is 0.0190 Eh. The calculation puts the HOMO-LUMO gap at 0.34804 hartree. The SMILES is CN[C@@H](C=O)CO.O.


No. 2
Computed, not measured: a gas-phase ion, C4H9N2 (charge +1) in a non-equilibrium geometry, with wB97M-V/def2-TZVPD.

Element x y z (Å)
C1 1.83414 -0.87220 -0.12411
N1 0.40414 -0.77077 -0.58110
C2 -0.30715 0.34283 -0.00363
C3 -0.92643 0.58032 1.32976
C4 -1.75473 0.79927 0.01115
N2 -0.73805 1.58765 -0.64068
H1 2.30218 0.12802 -0.60444
H2 1.71799 -0.85233 0.97002
H3 2.16771 -1.78355 -0.64059
H4 -0.07091 -1.53961 -0.13971
H5 0.49252 -0.66294 -1.57416
H6 -0.52121 1.41126 2.04847
H7 -1.30833 -0.24220 1.95281
H8 -2.60329 0.32841 -0.28808
H9 -0.68858 1.54583 -1.71571

As for the energy relative to the best compared isomer or geometry (same formula, charge and spin): 513.2 kJ/mol. As for the spin multiplicity: 1. The LUMO energy is -0.1371 Eh. The calculation puts the HOMO-LUMO gap at 0.33538 hartree. As for the total charge: +1. The SMILES is C[NH2+][C@@]12C[C@H]1N2.


No. 3
Computed, not measured: 7 unconnected molecules or ions with the total composition C54H76BClF3IN2O21S2 in a non-equilibrium geometry, with wB97M-V/def2-TZVPD.

Element x y z (Å)
C1 7.63258 2.35623 1.44248
O1 7.96749 0.96201 1.08873
C2 8.00581 0.78466 -0.38978
C3 7.78934 -0.80462 -0.81222
C4 6.31685 -1.11483 -1.48435
C5 5.51447 -2.37752 -0.73896
C6 3.94436 -2.37992 -1.22940
C7 3.10804 -3.74303 -0.76136
C8 1.54751 -3.50752 -1.20530
C9 0.56080 -4.80055 -0.99208
C10 -0.00106 -4.96889 0.55598
C11 -1.37229 -4.05814 0.84425
C12 -1.01526 -2.57133 1.43528
C13 -0.30607 -2.54229 2.94964
S1 0.01622 -4.13309 3.95820
C14 0.17471 -1.14152 3.70016
C15 -0.08464 0.26154 2.89282
C16 -0.81128 0.22538 1.42273
C17 -1.31281 -1.13501 0.63162
N1 -1.96665 -1.17818 -0.73159
Cl1 -0.70375 -0.99866 -1.93995
C18 -2.88297 -0.00202 -0.98614
C19 -4.25733 -0.27622 -1.89909
C20 -4.59739 -1.80681 -2.47848
C21 -5.97382 -2.44390 -1.78029
C22 -5.66382 -3.42507 -0.50394
I1 -7.14558 -3.47701 -3.37425
C23 -5.28307 0.99249 -2.25783
B1 -6.65402 0.81817 -3.19420
O2 -8.00793 1.26880 -2.79255
O3 -6.43293 0.19598 -4.53872
C24 -4.99474 2.55645 -1.73999
N2 -5.97425 3.65901 -2.14240
C25 -3.63844 2.82436 -0.80360
C26 -3.40195 4.36507 -0.26250
C27 -3.26710 4.45741 1.39951
C28 -1.90817 5.39432 1.66101
F1 -1.91521 6.78421 1.13968
C29 -0.67819 4.89757 2.34842
F2 0.62178 5.51340 1.89056
F3 -0.64824 3.89650 3.45325
C30 -2.65265 1.54572 -0.49570
S2 -1.07248 1.86172 0.53124
H1 6.56697 2.39121 1.94965
H2 8.44517 2.78951 2.19410
H3 7.59959 3.09662 0.53394
H4 9.11201 1.07590 -0.73127
H5 7.28505 1.52166 -0.95416
H6 8.03706 -1.46957 0.12112
H7 8.63493 -1.03626 -1.61556
H8 5.65237 -0.14442 -1.54180
H9 6.52935 -1.46677 -2.59714
H10 5.64843 -2.28649 0.43762
H11 6.07670 -3.36386 -1.10413
H12 3.45131 -1.39580 -0.77784
H13 3.95338 -2.23005 -2.40245
H14 3.61944 -4.68908 -1.22373
H15 3.17165 -3.74782 0.42300
H16 1.12582 -2.64444 -0.50988
H17 1.52123 -3.24212 -2.35070
H18 1.13581 -5.79027 -1.32094
H19 -0.39948 -4.71210 -1.67528
H20 0.89724 -4.67012 1.25882
H21 -0.18073 -6.12074 0.72426
H22 -2.08642 -4.68955 1.55881
H23 -1.87845 -3.93854 -0.22733
H24 1.30617 -3.90039 4.53054
H25 0.66892 -1.13372 4.76805
H26 0.22779 1.28301 3.37139
H27 -4.82588 -1.77168 -3.64659
H28 -3.72980 -2.56707 -2.23094
H29 -6.70128 -1.59266 -1.37984
H30 -5.17039 -2.78623 0.35107
H31 -5.06032 -4.37949 -0.81106
H32 -6.71957 -3.77688 -0.07730
H33 -8.02722 1.45608 -1.80593
H34 -6.65107 0.90289 -5.24312
H35 -5.69847 4.11112 -3.04681
H36 -6.11858 4.35193 -1.37527
H37 -4.25014 5.11724 -0.55208
H38 -2.40982 4.77503 -0.77388
H39 -4.21993 4.91832 1.91041
H40 -3.12371 3.38534 1.88196
C31 6.98576 6.42734 -4.03856
C32 7.02606 4.99748 -3.53826
C33 7.06247 4.88811 -2.04346
O4 7.74484 3.66488 -1.83834
C34 8.54214 3.47549 -2.93105
O5 9.41457 2.62860 -3.01208
O6 8.23575 4.36597 -3.92325
H41 6.92735 6.44270 -5.13230
H42 6.12343 6.96666 -3.63612
H43 7.90060 6.96662 -3.76869
H44 6.19248 4.42428 -3.96164
H45 6.06022 4.84732 -1.60672
H46 7.63048 5.68995 -1.55862
C35 -2.49062 -5.68712 7.35292
C36 -3.55984 -5.25152 6.37136
C37 -4.81694 -6.06391 6.45751
O7 -5.33194 -5.97922 5.14160
C38 -4.26276 -5.77173 4.31735
O8 -4.30294 -5.84252 3.10150
O9 -3.13713 -5.47798 5.03704
H47 -1.61202 -5.03873 7.26585
H48 -2.85412 -5.64456 8.38369
H49 -2.14778 -6.70539 7.13805
H50 -3.76628 -4.18064 6.48649
H51 -5.52944 -5.64928 7.17676
H52 -4.64203 -7.11889 6.69640
C39 -11.16195 1.32348 -2.14876
C40 -11.58640 0.84757 -0.77407
C41 -12.44658 1.83195 -0.04004
O10 -12.15948 1.54429 1.31600
C42 -10.90084 1.01454 1.34390
O11 -10.25052 0.83009 2.35780
O12 -10.46277 0.72175 0.08150
H53 -10.56540 0.55188 -2.64744
H54 -12.02784 1.55395 -2.77611
H55 -10.52519 2.21256 -2.08026
H56 -12.07182 -0.13318 -0.84579
H57 -13.51101 1.68677 -0.24695
H58 -12.18404 2.87718 -0.23803
C43 12.06913 10.42945 -2.86804
C44 11.03982 9.48810 -2.27575
C45 11.07573 8.11242 -2.87066
O13 9.73830 7.67383 -2.71922
C46 8.96008 8.79614 -2.69946
O14 7.74402 8.79588 -2.77775
O15 9.72631 9.92353 -2.58472
H59 12.01677 11.40526 -2.37308
H60 13.08293 10.03497 -2.75392
H61 11.87476 10.60957 -3.93124
H62 11.14018 9.45522 -1.18419
H63 11.76119 7.44796 -2.33630
H64 11.32761 8.10200 -3.93700
C47 4.62020 -10.23835 -2.54361
C48 3.88385 -8.95685 -2.20899
C49 4.63705 -7.71782 -2.59002
O16 4.16503 -6.76728 -1.65318
C50 3.77655 -7.46934 -0.54783
O17 3.50060 -6.96809 0.52806
O18 3.74218 -8.81234 -0.80562
H65 4.00894 -11.10618 -2.27315
H66 4.85510 -10.29661 -3.61032
H67 5.54961 -10.32186 -1.96930
H68 2.88135 -8.96879 -2.65341
H69 4.41367 -7.39502 -3.61120
H70 5.72270 -7.81156 -2.47499
C51 -7.44000 1.78320 3.10630
C52 -5.96484 1.93978 3.41587
C53 -5.22222 0.63818 3.46111
O19 -4.16700 0.91415 4.36353
C54 -4.61112 1.90620 5.19068
O20 -4.04548 2.26184 6.20975
O21 -5.77918 2.44651 4.72702
H71 -7.92086 2.76605 3.05441
H72 -7.59530 1.26874 2.15360
H73 -7.95354 1.22754 3.89884
H74 -5.50204 2.64070 2.71076
H75 -4.82620 0.35313 2.48191
H76 -5.81538 -0.19167 3.86131

As for the spin multiplicity: 1. The LUMO energy is -0.0195 Eh. The calculation puts the HOMO-LUMO gap at 0.26571 hartree. The SMILES is COCCCCCCCCCCc1c(S)ccc2c1N(Cl)c1c(C[C@H](C)I)c(B(O)O)c(N)c(CCC(F)=C(F)F)c1S2.C[C@@H]1COC(=O)O1.C[C@@H]1COC(=O)O1.C[C@@H]1COC(=O)O1.C[C@@H]1COC(=O)O1.C[C@@H]1COC(=O)O1.C[C@@H]1COC(=O)O1.


Look up the HOMO-LUMO gap of the third one. 0.26571 hartree


Which of these has the highest HOMO-LUMO gap? C4H11NO3